(1)
Molecular formula: C33H54N5O3P2RbS
Method: DFT, ωB97M-V/def2-TZVPD

Values from the calculation:
- Orbital gap: 6.0 eV
- F_max: 0.7 eV Å⁻¹

Structure (ORCA input):
```
! RIJCOSX wB97M-V def2-TZVPD def2/J DEFGRID3
* xyz 0 1
H 1.965 -5.165 0.622
N -0.276 2.197 3.161
H -6.802 -2.626 -0.636
C 1.551 3.933 -1.358
C -3.526 3.655 -2.116
H -2.892 3.651 -4.265
H 2.367 5.758 -2.176
H 3.829 2.482 -2.383
C -4.953 -1.488 -0.747
C 0.596 -2.092 3.645
O -2.254 1.395 2.308
H -5.381 0.175 2.270
C 1.498 -1.144 1.570
H 4.573 0.119 -2.726
H -3.593 2.550 -0.153
H -1.659 -3.390 -0.369
C 2.808 2.090 0.486
C -0.712 -2.041 -2.671
P 1.391 -2.418 -0.908
S -3.941 -0.602 0.489
O -1.450 0.724 4.312
C -6.494 -1.347 1.110
H 3.620 -0.041 3.019
N 0.052 2.947 2.028
H -1.267 -1.344 -2.038
H 0.042 -1.466 -3.212
H -0.379 -4.013 3.504
H 4.422 0.525 -1.008
H -1.918 -4.267 -1.881
H -5.408 -0.725 -1.384
H 0.434 -1.990 4.713
H 1.740 0.644 -3.655
H 0.177 3.916 2.298
N -2.454 1.986 -3.021
H -4.019 4.598 -1.950
C 2.747 0.898 1.278
H -7.127 -1.852 1.839
O -2.827 -1.525 0.882
H 0.175 3.675 -3.020
C 0.183 4.126 -2.023
H 0.444 -3.824 -2.554
H 2.674 4.338 -3.172
H 3.649 -3.209 0.898
C 3.565 0.870 2.438
C 3.877 -3.325 -0.165
C -2.973 3.202 -3.289
H -2.355 -0.967 3.503
H -0.008 -4.182 1.093
H 2.903 -3.880 -1.989
Rb -0.798 0.145 0.239
C 0.134 -3.220 2.976
H -2.339 -0.803 5.281
C -5.240 -0.783 1.771
H 4.692 -4.048 -0.259
C -3.319 2.608 -1.196
N -2.650 1.607 -1.750
C 2.200 -5.183 -0.444
H 3.169 -0.441 -1.791
H 3.184 1.275 -4.464
H -4.793 -1.493 2.469
H -7.082 -0.543 0.661
H 3.010 -5.904 -0.589
P 1.815 2.094 -1.058
H 1.328 -5.550 -0.989
H -1.913 1.398 -3.630
C 3.864 0.387 -1.936
C -0.068 -3.163 -1.844
H 3.616 4.599 -1.709
C 0.348 -3.305 1.608
C 1.001 -2.303 0.886
H 4.929 3.983 2.372
H 0.430 1.986 3.851
C 3.588 3.166 0.902
C -1.402 1.439 3.175
H -5.532 -3.174 0.462
C 2.439 1.485 -3.691
C 4.336 3.130 2.070
H -0.048 5.189 -2.139
C 2.640 -3.808 -0.928
H 1.485 4.355 -0.351
H 0.945 2.619 1.662
H 1.883 2.376 -3.996
C -2.472 -0.278 4.340
C -5.996 -2.290 0.017
H -3.459 0.180 4.303
H -0.611 3.661 -1.438
N 1.990 -0.127 0.815
C -1.161 -3.973 -1.146
C 3.112 1.659 -2.328
H -1.426 -2.453 -3.392
H 3.612 4.070 0.305
C 4.331 1.956 2.819
H -4.254 -2.080 -1.338
H -0.775 -4.887 -0.697
H 1.591 -0.221 3.525
C 1.262 -1.088 2.970
C 2.620 4.694 -2.140
H 4.944 1.882 3.710
H 4.224 -2.360 -0.539
*
```

=====

(2)
Molecular formula: C21H29N4O2
Method: DFT, ωB97M-V/def2-TZVPD

Values from the calculation:
- ΔE to the lowest compared entry with this formula, charge and spin: 1.150 eV
- Orbital gap: 8.1 eV
- SMILES: N[NH2+]C(c1ccc(N2CCOCC2)cc1)c1ccc(N2CCOCC2)cc1
- F_max: 1.5 eV Å⁻¹

Structure (ORCA input):
```
! RIJCOSX wB97M-V def2-TZVPD def2/J DEFGRID3
* xyz 1 1
C -2.656 6.053 2.445
H 0.748 5.488 0.756
N 0.988 0.234 -3.115
C 2.122 -4.991 1.510
H 0.347 4.531 -1.250
H 1.348 -0.662 -3.463
N 1.095 -4.903 0.470
H 0.502 2.599 -2.687
C -0.278 -2.527 -2.014
H -3.681 6.454 2.423
C 0.051 -3.722 -1.384
H 1.754 -4.600 2.474
C 1.110 -1.304 -0.459
C 0.010 2.465 -1.729
H 0.049 0.874 -4.828
C -1.368 2.276 0.669
C -1.055 1.115 -0.038
O -1.813 7.168 2.145
H -0.722 -5.718 -0.150
H 3.180 -6.634 2.510
H 0.105 7.732 1.817
H -2.880 3.990 1.915
C -0.291 5.842 0.800
N 0.921 1.019 -4.325
H -0.686 -5.179 1.558
C 1.521 -2.513 0.125
O 1.297 -7.213 2.116
H -0.686 -7.472 1.785
H 1.471 -0.364 -0.028
H -0.967 -2.545 -2.869
N -1.168 4.686 0.996
H -0.319 -4.672 -1.787
C -0.428 1.220 -1.294
H 1.108 2.009 -4.172
C -0.126 3.602 -0.937
H -0.064 6.274 2.900
H -1.903 2.208 1.617
C 0.194 -1.310 -1.501
C -0.110 -5.684 0.757
H 2.851 -6.866 0.751
H 0.355 -7.737 0.334
C 0.911 -3.721 -0.260
C -0.439 6.787 1.990
C 2.451 -6.469 1.701
H -1.309 0.141 0.385
H -3.189 5.142 0.591
H 3.023 -4.466 1.196
C -2.529 4.907 1.442
C -0.173 0.003 -2.199
H 2.296 -2.517 0.888
H -1.022 -0.156 -2.858
C -0.903 3.541 0.239
H -2.413 5.664 3.453
C 0.190 -7.106 1.226
H 1.714 0.625 -2.510
H -0.533 6.402 -0.126
*
```